134
Properties=species:S:1:pos:R:3:forces:R:3 method="wB97M-V/def2-TZVPD" total_charge=+1 multiplicity=1 relative_energy_kj_mol=964.9 lumo_energy_ev=-5.61
Ca -15.271709 28.381574 -8.776012 -0.534 -2.067 -0.792
C -20.843396 27.876021 -11.371318 0.174 0.427 0.412
C -19.409236 27.936997 -10.865727 2.205 0.347 -0.204
O -18.604260 28.805666 -11.275461 -0.298 2.108 -1.323
O -18.939990 27.110230 -10.075655 -0.741 -2.441 2.093
H -21.221215 26.853670 -11.383703 0.156 0.093 -0.317
H -20.908283 28.426197 -12.310038 -0.082 -0.412 -0.088
H -21.470515 28.420788 -10.665572 -0.003 0.059 0.148
C -26.678679 23.166147 -11.024407 0.394 -0.614 -0.227
O -26.230044 21.889573 -10.549074 -0.186 0.086 -0.076
H -27.212338 23.683022 -10.226813 -0.012 0.030 -0.166
H -25.809540 23.733305 -11.357625 -0.053 0.283 0.124
H -27.304863 22.988432 -11.898717 -0.302 0.448 0.110
H -26.493787 21.267102 -11.230657 0.172 -0.228 0.234
C -19.522992 21.032512 -14.638325 -0.320 0.924 0.980
O -20.643678 20.918240 -15.499639 0.805 -0.116 -0.657
C -21.916698 20.643071 -14.927715 0.522 -0.310 0.591
C -22.970169 20.363225 -16.011158 0.585 1.367 0.196
N -23.258071 19.013843 -16.338932 0.906 -3.426 -0.067
C -22.034317 18.141101 -16.567869 -0.077 1.223 0.146
C -22.232359 16.649964 -16.759236 -1.743 0.840 1.286
O -20.992739 16.022970 -16.762437 0.524 -0.262 -0.933
C -21.096737 14.728173 -17.301431 0.262 -0.628 -0.412
H -19.422922 20.259058 -13.876849 -0.301 -0.463 -0.156
H -19.538743 21.971990 -14.085847 -0.641 0.303 0.399
H -18.541623 21.166087 -15.093493 -0.398 -0.689 -1.126
H -22.249064 21.437490 -14.259483 -0.016 0.715 -0.364
H -21.797842 19.843183 -14.196856 -0.182 -0.721 -0.209
H -22.683559 20.861279 -16.937375 0.400 0.754 0.133
H -23.880252 20.844219 -15.652676 -0.197 -0.063 -0.113
H -23.774933 18.995578 -17.206475 -0.270 0.055 0.049
H -21.371335 18.304855 -15.718319 -0.005 -0.144 -0.010
H -21.475316 18.453595 -17.449901 0.175 0.427 -0.169
H -22.889995 16.482222 -17.612144 0.452 -0.254 -0.711
H -22.825379 16.260788 -15.931606 -0.148 -0.123 0.401
H -21.933684 14.195972 -16.849333 0.116 -0.283 0.233
H -20.158286 14.178623 -17.227828 0.030 0.158 0.854
H -21.238767 14.668722 -18.380494 -0.483 0.725 -0.335
C -20.901125 33.259816 -17.203956 -0.502 0.536 0.976
O -21.270922 33.407503 -15.814687 0.687 -0.907 -0.275
C -20.178881 33.489957 -14.892900 -0.838 0.609 0.300
C -20.804096 34.087894 -13.632313 1.304 -0.168 0.634
N -19.881413 34.022017 -12.420750 -0.356 1.167 -1.290
C -18.575555 34.738167 -12.581186 -0.680 0.770 0.242
C -18.721649 36.272045 -12.813610 -0.824 -0.320 -0.761
O -17.500492 36.857566 -13.127129 2.091 -0.673 0.220
C -17.576068 38.157875 -13.638643 -0.759 0.217 0.441
H -20.707011 34.283347 -17.524561 0.593 -0.202 -0.573
H -21.755544 32.895268 -17.774182 -0.156 -0.003 0.306
H -20.091608 32.545082 -17.352089 0.257 0.256 0.054
H -19.347225 34.080929 -15.276563 -0.013 0.227 -0.249
H -19.763653 32.545640 -14.540842 -0.057 -0.638 -0.627
H -21.699396 33.484470 -13.482624 0.040 0.075 0.518
H -21.133656 35.110722 -13.814815 0.118 0.006 0.176
H -19.689432 33.054199 -12.204950 -0.011 -0.096 -0.002
H -17.939347 34.353872 -13.378472 0.050 -0.110 -0.176
H -18.035620 34.644547 -11.638954 0.070 -0.269 0.017
H -19.184533 36.786676 -11.971583 -0.157 -0.138 0.323
H -19.327282 36.483419 -13.694877 -0.752 -0.352 -0.050
H -18.210068 38.176093 -14.525102 -0.059 0.092 -0.257
H -16.603137 38.589851 -13.872982 0.104 -0.527 0.062
H -18.037571 38.788517 -12.878765 -0.141 0.400 0.007
C -14.825871 27.164937 -5.271772 -0.896 -0.097 0.794
O -14.973071 26.527344 -6.541028 0.392 1.114 -0.274
C -14.294235 25.278235 -6.524071 0.360 -0.878 -0.763
C -14.324168 24.671465 -7.943088 -0.282 -0.235 1.596
N -13.632099 25.563439 -8.815118 -0.087 1.452 -1.553
C -13.661781 25.128472 -10.205702 -0.189 0.259 -1.091
C -13.054046 26.229338 -11.123442 0.256 -0.920 1.691
O -13.831467 27.400524 -10.956929 -1.024 0.517 0.116
C -13.329719 28.473487 -11.731871 -0.559 0.674 -0.489
H -15.436146 28.066469 -5.217965 -0.102 0.016 -0.341
H -13.816421 27.431704 -4.958830 0.322 -0.226 -0.512
H -15.238176 26.489231 -4.522425 0.050 0.030 0.203
H -14.703258 24.623881 -5.754245 -0.485 -0.073 -0.174
H -13.256512 25.411091 -6.218188 0.272 0.316 -0.087
H -15.358059 24.525914 -8.256079 -0.088 0.298 -0.161
H -13.885063 23.674233 -7.971810 0.138 -0.212 0.395
H -12.635467 25.591760 -8.653809 0.146 0.070 0.949
H -14.677631 24.889204 -10.520180 -0.259 0.450 0.003
H -13.173168 24.158914 -10.302249 0.573 0.039 -0.299
H -12.914939 25.897215 -12.152246 -0.504 0.192 -0.130
H -12.082747 26.554506 -10.750690 0.561 -0.605 0.021
H -13.320509 28.253538 -12.799404 0.147 -0.294 0.007
H -12.344443 28.814354 -11.413812 0.116 -0.142 0.116
H -14.057132 29.280122 -11.640736 0.056 0.239 0.096
C -25.584236 27.705418 -16.292865 -0.065 1.182 -0.974
C -26.861365 27.419857 -17.108970 2.370 -1.870 -0.400
C -26.524889 26.957228 -18.534089 0.400 1.651 -1.121
O -27.235926 26.215490 -16.504078 -1.913 -0.937 1.188
H -24.977878 28.358551 -16.920429 0.286 0.372 0.402
H -24.997588 26.802139 -16.125460 -0.352 -0.153 -0.200
H -25.782638 28.155972 -15.320377 -0.082 0.110 -0.141
H -27.627525 28.195159 -17.106122 0.053 0.114 0.223
H -27.407277 26.609820 -19.071488 -0.111 -0.349 0.231
H -25.700730 26.251385 -18.637342 -0.305 -0.418 0.696
H -26.163403 27.761936 -19.174302 -0.089 0.561 0.031
H -28.023707 25.897286 -16.951011 -0.187 -0.267 0.070
C -20.270624 30.512154 -5.638838 -0.193 0.994 0.515
C -19.418683 31.645416 -6.253708 -0.942 0.544 1.759
C -19.361623 32.908458 -5.349434 -0.844 -0.565 0.742
O -18.124880 31.151632 -6.334485 2.289 -0.806 -0.903
H -21.287693 30.887495 -5.525719 -0.313 -0.464 -0.486
H -19.989730 30.295428 -4.608193 0.491 0.228 0.109
H -20.173989 29.555880 -6.152950 -0.311 0.316 -0.432
H -19.811241 31.914482 -7.234326 0.183 -0.080 -0.168
H -18.717973 33.738919 -5.639542 -0.265 -0.072 -0.752
H -18.995898 32.664033 -4.352135 0.314 -0.625 0.111
H -20.361626 33.249453 -5.081442 -0.095 0.374 -0.548
H -17.547790 31.670787 -5.769642 -0.121 0.059 -0.015
C -18.522016 27.365431 -17.258716 -0.751 0.098 0.185
C -17.101547 27.636137 -16.853291 0.105 -1.098 -0.992
C -16.156072 27.418694 -18.050279 1.120 0.201 0.578
O -16.993293 28.938567 -16.383179 0.594 1.633 0.125
H -19.148803 27.567442 -16.390133 -0.263 -0.368 0.057
H -18.670324 26.353021 -17.634377 -0.054 -0.032 0.170
H -18.876965 28.067259 -18.013406 0.301 0.043 -0.210
H -16.839464 27.011811 -15.999114 0.162 -0.714 -0.255
H -16.097272 28.290728 -18.701589 -0.591 0.012 -0.091
H -16.298392 26.510826 -18.636460 -0.668 0.108 0.073
H -15.119679 27.314666 -17.729069 0.142 0.069 0.420
H -17.267548 28.961631 -15.463483 -0.127 0.053 -0.005
C -22.793349 24.109619 -6.880641 -1.131 -1.149 0.974
C -21.589617 23.214827 -6.568649 0.430 1.057 -2.592
C -20.984718 22.645736 -7.832688 -0.409 -0.744 -0.879
O -20.593744 24.069473 -6.090677 1.171 0.514 2.271
H -22.645467 24.970465 -7.532690 0.629 -0.187 -0.018
H -23.153486 24.461469 -5.913889 -0.100 0.306 -0.028
H -23.617749 23.532621 -7.299634 -0.062 -0.096 -0.152
H -21.791962 22.372460 -5.907158 -0.044 0.563 0.564
H -21.559907 21.785145 -8.174227 0.046 -0.054 -0.277
H -19.940525 22.353280 -7.722112 -0.081 -0.206 0.413
H -20.978681 23.395612 -8.623730 -0.195 0.105 -0.115
H -20.326084 24.685782 -6.776335 -0.229 -0.071 -0.218